26
Properties=species:S:1:pos:R:3:forces:R:3:mulliken_charge:R:1 method="wB97M-V/def2-TZVPD" gap_ha=0.383 total_energy_ha=-535.405171 homo_ha=-0.495 de_lowest_kj_mol=196.03 lumo_energy_ha=-0.112 total_charge=+1
C 1.52681 1.36375 -0.55460 0.0 0.0 -0.1 -0.5213
C 2.57774 0.25282 -0.60133 -0.1 0.1 0.1 -0.8341
C 0.86012 1.16707 0.80304 -0.2 1.0 -0.4 -0.5292
C 1.92779 -0.90597 0.13493 1.2 -0.5 -0.3 -0.0418
C -0.11667 -1.14789 0.15204 -1.8 3.1 -2.4 0.2627
C -2.99841 0.62590 0.44167 0.2 -0.2 -0.4 -1.1156
C -2.36249 -0.01528 -0.78794 -0.8 -0.1 0.1 -0.2664
N 0.93861 -1.73237 -0.55827 -0.2 0.1 0.1 -0.3948
N 0.82936 -0.30562 0.98480 -0.3 -0.4 0.5 0.0439
O -1.00856 -1.84382 0.81254 -0.2 -0.2 0.2 -0.4222
O -0.98019 0.13872 -0.85294 2.4 -3.0 2.0 -0.4498
H 1.96342 2.35356 -0.65198 0.0 0.0 0.1 0.4934
H 0.78835 1.22726 -1.34237 0.1 0.1 0.1 0.2216
H 2.84409 -0.02348 -1.61961 0.1 -0.1 0.0 0.3515
H 3.48783 0.55323 -0.08073 0.0 -0.1 0.0 0.3642
H 1.46325 1.59175 1.60793 0.0 -0.2 0.1 0.4157
H -0.15169 1.56567 0.83308 0.1 -0.1 0.1 0.2062
H 2.62950 -1.52456 0.70160 -0.2 0.2 0.1 0.4507
H -4.07874 0.54743 0.37075 -0.2 0.0 0.1 0.4133
H -2.67328 0.12298 1.35041 0.0 0.0 0.1 0.2587
H -2.73269 1.67830 0.49984 0.0 0.1 0.0 0.2788
H -2.73095 0.46146 -1.70438 -0.1 -0.1 0.1 0.3873
H -2.64035 -1.07816 -0.84203 -0.1 0.2 -0.1 0.2765
H 0.92042 -1.74939 -1.56892 -0.2 0.1 0.0 0.2869
H 0.79992 -0.56236 1.97349 0.1 -0.1 -0.1 0.4598
H -1.08318 -2.76101 0.49896 0.2 0.2 0.0 0.4040